C41H46BrN7O5PSSc as an isolated structure in a non-equilibrium geometry. Source: the OMol25 dataset; level of theory: ωB97M-V with the def2-TZVPD basis set.

Results
HOMO energy ... -12.745 eV
Charge ... +2
Relative energy (zero: lowest compared OMol25 entry of this formula, charge and spin) ... 0.000 eV
Multiplicity ... 1
DFT total energy ... -174794.1631 eV
F_max ... 1.34 eV Å⁻¹

```
103
Properties=species:S:1:pos:R:3:lowdin_charge:R:1
Sc -0.22 0.10 0.36 1.055
O 1.15 0.39 -1.26 -0.360
S 2.35 0.05 -0.42 0.666
O 2.77 -1.31 -0.51 -0.251
N 1.71 0.48 0.98 -0.205
C 2.15 0.13 2.26 -0.235
C 3.45 -0.03 2.67 0.018
C 3.74 -0.30 4.02 -0.036
C 2.74 -0.39 4.95 -0.010
C 1.39 -0.25 4.55 -0.134
C 0.29 -0.35 5.44 0.036
C -0.98 -0.23 4.96 -0.018
C -1.18 -0.03 3.58 -0.088
N -0.19 0.07 2.72 0.057
C 1.10 -0.01 3.19 -0.143
C 3.70 1.11 -0.81 -0.292
C 4.87 0.55 -1.29 -0.038
C 5.95 1.39 -1.53 -0.039
C 5.84 2.75 -1.28 -0.035
C 4.66 3.29 -0.79 -0.048
C 3.57 2.47 -0.55 -0.049
H 4.26 0.07 1.95 0.122
H 4.77 -0.42 4.33 0.120
H 2.96 -0.58 5.99 0.126
H 0.47 -0.52 6.49 0.135
H -1.84 -0.30 5.61 0.120
H -2.18 0.04 3.19 0.113
H 4.93 -0.52 -1.47 0.120
H 6.87 0.97 -1.91 0.121
H 6.69 3.39 -1.46 0.120
H 4.59 4.35 -0.58 0.106
H 2.65 2.87 -0.15 0.103
C -3.52 -0.27 0.54 -0.016
O -2.42 0.64 0.33 -0.184
C -2.78 2.00 0.33 -0.176
C -4.07 2.47 0.39 -0.041
C -4.28 3.85 0.41 -0.657
Br -6.04 4.49 0.52 0.830
C -3.22 4.74 0.33 -0.032
C -1.92 4.25 0.24 -0.063
C -1.72 2.89 0.27 -0.155
O -0.44 2.33 0.30 -0.011
C -0.78 5.18 0.16 -0.281
N -0.66 6.25 0.87 0.209
C 0.55 6.81 0.48 -0.211
C 1.16 7.99 0.92 0.005
C 2.36 8.34 0.33 -0.067
C 2.94 7.55 -0.68 -0.072
C 2.36 6.37 -1.11 -0.031
C 1.16 6.02 -0.49 -0.193
N 0.31 4.93 -0.66 0.142
H -4.00 -0.06 1.49 0.115
H -3.10 -1.27 0.51 0.060
H -4.24 -0.16 -0.27 0.112
H -4.92 1.81 0.45 0.109
H -3.39 5.81 0.34 0.128
H 0.21 3.05 0.41 0.122
H 0.70 8.60 1.68 0.121
H 2.86 9.25 0.63 0.111
H 3.87 7.87 -1.13 0.110
H 2.80 5.78 -1.90 0.109
H 0.26 4.40 -1.52 0.171
O -0.60 -1.80 0.19 -0.314
P -1.01 -2.95 -0.75 0.609
N -0.97 -2.41 -2.28 -0.175
C -1.61 -1.16 -2.70 -0.179
C -1.56 -1.22 -4.23 -0.142
C -0.33 -2.08 -4.50 -0.145
C -0.46 -3.17 -3.44 -0.164
N -2.56 -3.36 -0.39 -0.207
C -3.51 -3.94 -1.35 -0.175
C -4.82 -3.87 -0.58 -0.146
C -4.42 -4.13 0.88 -0.136
C -2.90 -3.89 0.94 -0.171
N -0.04 -4.23 -0.51 -0.172
C -0.42 -5.59 -0.97 -0.172
C 0.93 -6.26 -1.22 -0.152
C 1.84 -5.60 -0.18 -0.151
C 1.42 -4.13 -0.26 -0.171
H -1.04 -0.29 -2.34 0.092
H -2.64 -1.08 -2.33 0.112
H -1.51 -0.23 -4.69 0.121
H -2.45 -1.72 -4.61 0.120
H 0.58 -1.51 -4.32 0.122
H -0.29 -2.48 -5.51 0.124
H 0.47 -3.67 -3.20 0.114
H -1.19 -3.92 -3.77 0.121
H -3.26 -4.98 -1.58 0.118
H -3.52 -3.37 -2.28 0.113
H -5.55 -4.59 -0.95 0.119
H -5.26 -2.87 -0.69 0.106
H -4.66 -5.15 1.18 0.114
H -4.95 -3.46 1.56 0.108
H -2.37 -4.82 1.14 0.110
H -2.60 -3.18 1.72 0.109
H -1.04 -5.55 -1.87 0.101
H -0.98 -6.10 -0.19 0.116
H 1.28 -6.05 -2.23 0.116
H 0.86 -7.34 -1.10 0.122
H 2.89 -5.73 -0.39 0.122
H 1.62 -6.00 0.81 0.122
H 1.92 -3.62 -1.08 0.105
H 1.61 -3.58 0.66 0.114
```